(1)
C28H24N6O3Re | ωB97M-V/def2-TZVPD

Properties
DFT total energy   -46625.0547 eV
Expectation value of S²   3.7847
Spin multiplicity   4
Energy relative to the best compared isomer or geometry (same formula, charge and spin)   0.3143 eV
Charge   +2
HOMO level (spin up / spin down)   -13.83 / -13.96 eV

Geometry as XYZ:
```
62
Properties=species:S:1:pos:R:3:forces:R:3
Re -0.2370 0.2061 -0.7724 0.062 0.518 -1.105
O 2.5896 -5.1989 2.3528 -0.056 0.065 0.034
C 3.1799 -4.7698 1.1548 0.130 -0.148 -0.056
C 2.4556 -3.5531 0.6727 -0.131 0.119 0.009
C 2.7286 -2.9867 -0.5721 -0.003 -0.040 0.159
C 2.0266 -1.8747 -0.9719 0.111 0.013 -0.206
N 1.0795 -1.3101 -0.2050 -0.052 -0.180 0.190
C 0.8049 -1.8467 1.0099 0.155 -0.111 -0.044
C 1.4812 -2.9550 1.4704 -0.071 -0.002 -0.008
C -0.2136 -1.1227 1.7915 -0.176 0.137 0.052
C -0.7789 -1.5961 2.9556 0.069 -0.016 0.028
C -1.7172 -0.8228 3.6356 0.134 0.050 -0.192
C -2.4257 -1.3717 4.8310 -0.115 0.037 0.197
O -2.0558 -2.7150 4.9959 0.060 0.010 -0.048
C -1.9698 0.4658 3.1627 0.073 -0.099 0.092
C -1.3870 0.8731 1.9870 0.002 0.187 -0.098
N -0.5768 0.0768 1.2706 -0.024 -0.284 0.369
H 3.0257 -5.9950 2.6708 0.037 -0.033 0.002
H 3.1298 -5.5361 0.3717 -0.021 0.018 0.000
H 4.2393 -4.5143 1.2880 -0.016 0.034 -0.021
H 3.4799 -3.4100 -1.2250 -0.002 0.026 -0.024
H 2.2205 -1.4020 -1.9264 -0.042 0.007 0.015
H 1.2678 -3.3745 2.4424 0.009 -0.003 -0.023
H -0.5259 -2.5718 3.3447 -0.019 0.016 -0.032
H -3.5044 -1.2600 4.6625 0.014 -0.008 0.002
H -2.1718 -0.7660 5.7103 0.022 0.036 -0.053
H -2.4731 -3.0736 5.7844 -0.026 -0.035 0.048
H -2.6192 1.1448 3.6991 -0.034 -0.011 -0.031
H -1.5470 1.8697 1.5915 -0.057 -0.041 -0.021
N -1.9154 1.5288 -1.2559 0.235 -0.310 0.153
C -1.7493 2.9256 -1.6757 0.208 0.349 -0.077
C -2.7728 3.4598 -2.4449 -0.121 -0.166 -0.064
C -2.7032 4.7561 -2.9164 0.058 0.012 0.023
C -1.5730 5.5078 -2.6335 -0.045 0.009 -0.024
C -0.5586 4.9692 -1.8663 -0.002 -0.068 0.026
C -0.6261 3.6747 -1.3275 -0.125 -0.032 -0.085
C 0.5015 3.2091 -0.4776 0.107 -0.079 0.067
C 1.2125 4.1843 0.2346 -0.085 -0.043 -0.080
C 2.3966 3.9024 0.8897 0.048 -0.101 0.014
C 2.9187 2.6163 0.8404 0.004 0.096 0.018
C 2.1879 1.6194 0.2278 -0.016 -0.189 0.073
C 0.9531 1.8696 -0.3968 -0.402 -0.406 -0.283
H -2.3997 1.0643 -2.0250 -0.029 -0.121 0.030
H -2.5837 1.4969 -0.4850 -0.029 -0.062 0.038
H -3.6373 2.8486 -2.6848 0.011 0.006 0.021
H -3.5086 5.1630 -3.5114 0.002 -0.008 -0.004
H -1.4778 6.5130 -3.0208 0.023 -0.012 -0.002
H 0.3339 5.5561 -1.7077 0.000 0.015 0.046
H 0.8232 5.1914 0.2759 0.014 0.024 -0.020
H 2.9176 4.6831 1.4271 -0.009 0.018 -0.022
H 3.8702 2.3877 1.3011 -0.007 0.002 0.007
H 2.5869 0.6135 0.2536 -0.007 0.010 0.019
N 0.4078 -1.4534 -4.6663 0.094 0.263 0.176
C -0.1509 -1.3160 -3.4698 -0.357 -0.963 -0.240
O 0.0135 -0.2087 -2.8336 0.074 0.804 1.047
C -0.9045 -2.4032 -2.9207 0.298 0.405 -0.145
C -1.5313 -2.0720 -1.7348 0.069 0.380 0.207
N -1.9021 -1.5171 -0.7745 0.034 0.108 -0.092
C -0.9294 -3.6782 -3.5256 -0.088 -0.344 0.058
N -0.9003 -4.7238 -4.0063 0.022 0.137 -0.072
H 0.9243 -0.6854 -5.0639 0.029 -0.012 -0.022
H 0.2707 -2.2927 -5.2089 -0.038 0.015 -0.028
```
Forces are in eV/Å.

Mulliken population analysis, charges in e, atoms 1 to 8: 0.86, -0.50, -0.59, -0.04, -1.28, -0.42, -0.01, 0.50

---

(2)
C14H33BF3NO9P2 | ωB97M-V/def2-TZVPD

Properties
DFT total energy   -62370.0970 eV
Spin multiplicity   1
Charge   0
HOMO level   -5.61 eV

Geometry as XYZ:
```
63
Properties=species:S:1:pos:R:3:forces:R:3
C -4.5974 -3.8013 1.2532 -0.521 -0.215 -0.482
C -3.4807 -4.9298 0.7582 -1.156 0.326 -0.114
O -2.1115 -4.4254 1.0613 0.803 1.626 -3.271
P -1.5060 -3.4909 -0.2969 -2.581 -0.369 -1.674
O -2.6269 -2.7396 -1.1200 3.874 -2.330 2.855
C -0.1631 -2.3054 0.3822 1.024 -0.046 0.283
C -0.6214 -0.6971 0.3461 0.492 -1.464 1.036
C 0.7959 0.1495 0.2249 -0.799 -0.133 -1.290
P 1.0421 1.4744 1.5786 1.055 1.824 0.642
C -0.5666 2.4520 2.0212 -0.722 -0.334 -0.085
C -1.3671 3.0414 0.7178 -1.440 -0.086 0.090
O -0.5157 3.6422 -0.3207 -0.465 -0.418 -1.400
C -1.2900 3.8190 -1.5828 -0.741 -1.024 0.325
C -0.4009 4.4353 -2.8225 2.165 1.201 0.168
F -1.1290 5.4221 -3.6619 2.563 -3.690 2.684
F 0.2232 3.3696 -3.6925 -2.237 3.595 2.611
F 0.7658 5.1603 -2.2016 -3.526 -2.128 -2.360
C 2.3432 2.7315 0.8539 1.168 -0.157 0.035
C 3.8582 2.0803 0.7478 1.375 0.582 0.573
O 3.9096 0.6243 0.9543 0.435 0.696 1.282
C 4.5806 2.3758 -0.7100 0.106 0.154 0.576
N 4.4660 1.2404 -1.7038 0.083 0.672 0.883
O 1.7390 0.8906 3.0658 -2.794 -1.365 -2.251
B 1.2154 -0.4342 3.4509 -0.288 -1.923 0.363
O -0.0897 -0.6908 4.1204 3.235 -0.453 -2.776
O 2.0680 -1.6171 3.0793 -2.356 3.142 -1.521
O -0.6671 -4.6646 -1.3328 -0.801 2.680 1.306
C -0.0566 -3.9892 -2.4893 0.375 1.022 -1.901
C -0.7626 -4.3629 -3.9382 -0.017 -0.029 -0.334
H -5.6082 -4.3552 1.5579 2.228 1.197 -0.741
H -4.2492 -3.1741 2.1794 -0.384 -1.474 -1.717
H -4.8267 -3.0276 0.3876 0.553 -1.765 1.774
H -3.6353 -5.9343 1.3504 0.577 2.078 -1.214
H -3.5071 -5.1176 -0.4108 -0.424 0.263 2.550
H 0.1809 -2.6237 1.4793 -0.945 0.585 -2.363
H 0.8021 -2.4828 -0.2971 -2.197 0.384 1.311
H -1.3673 -0.5096 -0.5375 1.574 -0.281 1.808
H -1.1533 -0.5213 1.3993 1.004 -0.100 -2.481
H 0.7163 0.7428 -0.8083 0.366 -0.855 2.387
H 1.7381 -0.5523 0.1056 -1.827 1.580 0.542
H -1.2857 1.6474 2.5297 1.517 1.844 -0.995
H -0.3450 3.3145 2.8109 -0.184 -1.934 -1.768
H -2.0686 3.9152 1.1225 0.430 -1.155 0.054
H -2.0419 2.1877 0.2279 1.515 1.543 1.047
H -2.2193 4.5011 -1.3566 1.854 -1.189 -0.694
H -1.6339 2.7195 -1.8952 0.520 2.499 0.292
H 2.4571 3.6964 1.5468 -0.740 -2.182 -1.557
H 2.0269 3.0365 -0.2335 0.056 -0.517 2.271
H 4.5217 2.6061 1.5875 -1.520 -1.116 -1.796
H 4.5136 0.3746 1.7210 -1.253 0.854 -1.465
H 4.1014 3.3649 -1.1187 1.004 -1.857 0.556
H 5.7233 2.5641 -0.4894 -2.352 -0.324 -0.577
H 3.5621 0.7237 -1.6304 1.403 0.544 0.015
H 5.2965 0.6056 -1.6926 -1.448 0.765 0.308
H -0.3402 -1.6294 3.8424 0.559 1.641 0.895
H 2.1954 -1.4833 2.0752 0.337 -0.361 2.260
H 1.0962 -4.2289 -2.6033 -2.394 0.210 0.759
H -0.1670 -2.8316 -2.3576 0.313 -2.042 -0.325
H -1.5671 -3.5477 -4.2526 1.579 -1.936 0.908
H -1.2338 -5.4391 -3.9016 0.799 2.232 0.060
H 0.0335 -4.3913 -4.8234 -1.498 0.155 2.123
O -3.2689 5.1901 2.1570 1.001 -1.665 0.240
H -3.5012 5.8990 1.5855 -0.332 1.019 -0.720
```
Forces are in eV/Å.

Mulliken population analysis, charges in e, atoms 1 to 8: -0.80, -0.25, -0.44, 0.88, -0.66, -0.74, -0.07, -0.95

---

(3)
C16H25N2O7 | ωB97M-V/def2-TZVPD

Properties
DFT total energy   -34303.1156 eV
Spin multiplicity   1
Energy relative to the best compared isomer or geometry (same formula, charge and spin)   0.0000 eV
Charge   +1
HOMO level   -11.36 eV

Geometry as XYZ:
```
50
Properties=species:S:1:pos:R:3:forces:R:3
C 0.5505 -0.5454 -0.1541 0.167 0.287 -0.245
C 1.1395 0.0701 -1.4135 -0.020 -0.624 0.005
O 1.7947 1.3040 -1.0916 -0.536 0.658 0.293
C 1.1168 2.4321 -1.4252 -0.205 -0.007 -1.625
O 0.6652 2.6307 -2.5469 0.385 -0.496 1.781
C 0.9648 3.4180 -0.2901 -0.045 0.083 -0.251
C -0.3145 4.2464 -0.4259 0.385 0.235 0.623
C -1.5130 3.6221 0.2726 -0.536 -0.004 -0.582
C -2.0754 2.3891 -0.4628 0.486 1.062 0.384
C -2.6074 2.8017 -1.8269 0.212 -0.517 -0.506
N -3.5337 1.8477 -2.4680 0.065 0.313 0.500
C -3.9711 0.7624 -1.6189 -0.347 0.221 -0.477
C -4.3190 1.1830 -0.2121 -0.212 -1.361 0.334
O -4.5821 0.0720 0.6149 0.272 0.333 0.077
N -3.1347 1.7996 0.4520 0.086 0.521 -0.186
H -0.0656 -1.4002 -0.4165 -0.037 -0.159 0.035
H 1.3408 -0.8744 0.5090 0.037 -0.086 0.188
H -0.0555 0.1908 0.3753 -0.113 0.019 0.121
H 1.8882 -0.6003 -1.8184 0.128 -0.008 -0.188
H 0.3723 0.2189 -2.1689 0.053 0.235 -0.190
H 1.8222 4.0871 -0.2855 0.201 -0.002 -0.162
H 1.0016 2.8950 0.6619 0.013 -0.142 0.089
H -0.5234 4.4682 -1.4650 -0.008 -0.073 -0.209
H -0.1383 5.2085 0.0492 -0.025 0.104 0.078
H -2.3151 4.3649 0.2863 -0.105 0.076 0.124
H -1.2854 3.3835 1.3114 0.206 -0.131 0.099
H -1.2543 1.6851 -0.5401 -0.304 -0.572 -0.150
H -3.0318 3.8029 -1.7808 -0.257 0.066 0.173
H -1.7264 2.8846 -2.4590 0.155 0.085 -0.021
H -4.3301 2.3623 -2.8074 -0.126 -0.037 -0.204
H -3.2567 -0.0590 -1.6070 0.264 -0.018 0.190
H -4.8841 0.3544 -2.0486 -0.061 -0.136 -0.078
H -5.1713 1.8557 -0.1634 0.164 0.520 -0.171
H -5.2527 -0.4710 0.1960 -0.229 -0.265 0.009
H -3.4521 2.5438 1.0725 -0.021 0.004 0.127
H -2.7066 1.0896 1.0476 -0.090 -0.209 0.026
C 3.8652 -3.8041 0.6324 -0.240 0.077 -0.033
C 4.9877 -4.3500 1.1233 -0.004 0.172 -0.215
C 4.9645 -5.3093 2.2847 -0.340 -0.178 0.275
O 6.0256 -5.7676 2.6539 0.184 0.065 -0.086
C 3.6823 -5.6257 2.8933 0.176 -0.050 0.044
C 2.5650 -5.0772 2.4017 0.033 -0.178 0.186
C 2.5877 -4.1362 1.2291 0.347 0.153 -0.261
O 1.5191 -3.6929 0.8393 -0.168 0.008 0.106
O 1.3579 -5.3157 2.9005 0.000 0.040 -0.034
O 6.1887 -4.0973 0.6356 -0.001 -0.047 0.059
H 3.8723 -3.1177 -0.2024 0.039 -0.017 -0.019
H 3.6759 -6.3045 3.7342 -0.025 -0.007 -0.003
H 0.7340 -4.8041 2.3555 -0.065 0.038 -0.070
H 6.8179 -4.6222 1.1669 0.061 -0.051 0.039
```
Forces are in eV/Å.

Mulliken population analysis, charges in e, atoms 1 to 8: -0.79, -0.40, -0.38, 0.37, -0.56, -0.37, -0.89, -1.26

---

- What is the formula in the third record?
  C16H25N2O7